No. 1
The following is a DFT calculation (ωB97M-V/def2-TZVPD) of 2 unconnected molecules or ions with the total composition C18H34BrClNO4PS at a distorted geometry.

Properties
E_HOMO (eV): -7.9
SMILES: Cl[PH2](Br)CCCCCCCCCCCCn1cccc1.O=S1(=O)OCCO1
Calculated total energy (Eh): -4835.70162
Max |F| (eV Å⁻¹): 1.469

```
61
Properties=species:S:1:pos:R:3:forces:R:3:lowdin_charge:R:1
Cl 5.143 -0.912 1.722 0.09 0.21 0.09 0.13
P 6.036 -2.628 0.710 -0.48 -0.07 -0.44 0.26
Br 6.988 -4.615 -0.107 0.29 -0.27 -0.05 0.13
C 5.433 -2.104 -0.953 0.00 0.02 0.54 -0.44
C 6.353 -1.005 -1.496 -0.19 0.15 0.07 -0.27
C 5.729 -0.164 -2.615 -0.57 -0.58 -0.39 -0.20
C 4.332 0.393 -2.324 0.53 0.10 0.25 -0.22
C 4.285 1.321 -1.106 -0.48 0.24 -0.23 -0.19
C 2.907 1.484 -0.411 0.37 0.23 -0.14 -0.20
C 1.698 0.976 -1.189 0.16 0.13 0.90 -0.23
C 0.386 1.160 -0.419 -0.09 -0.39 -1.03 -0.21
C -0.651 0.151 -0.936 0.09 0.44 0.81 -0.22
C -1.995 0.282 -0.189 0.60 -0.32 -0.93 -0.19
C -2.900 1.314 -0.878 -0.28 -0.16 0.51 -0.17
C -4.400 1.007 -0.807 0.43 0.09 -0.21 -0.12
N -4.733 -0.401 -1.004 -0.22 1.23 0.58 -0.11
C -5.686 -1.015 -0.261 -0.30 0.07 0.44 -0.10
C -5.762 -2.307 -0.653 -0.35 -0.89 0.07 -0.10
C -4.824 -2.477 -1.678 0.10 -1.30 -0.67 -0.11
C -4.213 -1.293 -1.887 0.56 0.96 -0.26 -0.12
H 5.244 -3.418 1.532 0.11 -0.01 -0.05 -0.05
H 7.299 -2.238 1.135 -0.10 0.03 0.01 -0.03
H 5.398 -2.986 -1.578 0.09 -0.08 -0.17 0.04
H 4.418 -1.761 -0.781 -0.08 0.19 0.08 0.06
H 6.632 -0.355 -0.667 0.18 0.06 0.01 0.08
H 7.240 -1.498 -1.885 0.28 0.11 0.08 0.11
H 6.405 0.621 -2.946 0.20 0.09 0.19 0.11
H 5.599 -0.834 -3.469 0.17 0.03 -0.20 0.11
H 3.666 -0.463 -2.252 -0.24 0.04 0.17 0.09
H 4.005 0.967 -3.188 -0.11 -0.13 -0.21 0.11
H 5.030 1.033 -0.373 0.03 -0.12 0.18 0.06
H 4.583 2.308 -1.461 0.20 0.06 -0.02 0.11
H 2.766 2.548 -0.219 -0.08 0.10 0.12 0.11
H 2.949 1.016 0.571 -0.13 -0.21 0.05 0.08
H 1.807 -0.098 -1.322 0.08 -0.14 -0.38 0.10
H 1.656 1.477 -2.153 -0.11 -0.17 -0.23 0.12
H 0.552 1.005 0.645 -0.03 0.10 0.18 0.11
H -0.026 2.152 -0.601 0.12 0.25 0.33 0.12
H -0.771 0.337 -2.003 -0.17 -0.18 -0.16 0.11
H -0.247 -0.854 -0.822 0.02 -0.12 0.02 0.11
H -1.777 0.562 0.838 -0.15 0.09 0.22 0.10
H -2.432 -0.714 -0.165 -0.36 0.08 0.04 0.10
H -2.602 1.477 -1.910 0.13 -0.14 -0.15 0.10
H -2.763 2.257 -0.353 -0.03 0.29 -0.20 0.11
H -4.943 1.611 -1.533 0.02 0.09 -0.13 0.13
H -4.747 1.332 0.169 -0.27 -0.40 -0.01 0.08
H -6.260 -0.520 0.492 0.05 0.40 0.18 0.10
H -6.406 -3.063 -0.250 -0.17 -0.09 0.10 0.09
H -4.608 -3.379 -2.224 -0.03 -0.12 -0.02 0.09
H -3.445 -0.997 -2.577 0.12 -0.02 -0.09 0.12
C -4.749 1.032 5.237 -0.15 -0.38 0.08 -0.16
C -3.460 0.680 4.525 0.29 0.29 0.20 -0.16
O -3.804 0.721 3.134 -0.32 -0.11 0.00 -0.19
S -4.920 1.841 2.886 0.23 -0.15 0.70 0.59
O -4.292 3.028 2.435 -0.08 0.19 -0.22 -0.21
O -5.998 1.254 2.183 -0.16 -0.02 -0.26 -0.22
O -5.347 2.044 4.415 0.29 0.10 -0.09 -0.18
H -5.428 0.178 5.282 0.03 -0.01 0.00 0.14
H -4.581 1.416 6.239 -0.07 0.21 -0.07 0.14
H -3.088 -0.306 4.790 -0.06 -0.08 -0.23 0.14
H -2.684 1.426 4.710 -0.01 -0.02 0.04 0.14
```
Positions in Å, forces in eV/Å.

---

No. 2
The following is a DFT calculation (ωB97M-V/def2-TZVPD) of 2 unconnected molecules or ions with the total composition H2 at a distorted geometry.

Properties
E_HOMO (eV): -11.3
Energy relative to the best compared isomer or geometry (same formula, charge and spin) (kcal/mol): 80.6
Calculated total energy (Eh): -1.03241
Max |F| (eV Å⁻¹): 4.202

```
2
Properties=species:S:1:pos:R:3:forces:R:3:lowdin_charge:R:1
H 0.000 0.000 0.789 0.00 0.00 -4.20 0.00
H 0.000 0.000 -0.789 0.00 0.00 4.20 0.00
```
Positions in Å, forces in eV/Å.

---

No. 3
The following is a DFT calculation (ωB97M-V/def2-TZVPD) of a molecular structure, C30H38ClCsN8O4.

Properties
E_HOMO (eV): -8.7
Energy relative to the best compared isomer or geometry (same formula, charge and spin) (kcal/mol): 0.0
Calculated total energy (Eh): -2385.39914
Max |F| (eV Å⁻¹): 0.232

```
82
Properties=species:S:1:pos:R:3:forces:R:3:lowdin_charge:R:1
Cs 0.318 -1.320 -0.171 -0.05 -0.14 -0.11 1.06
C 4.317 -2.352 -3.195 -0.02 0.01 0.01 -0.06
C 2.813 -2.326 -3.261 -0.02 0.00 0.02 -0.30
C 2.134 -1.189 -3.690 -0.01 0.00 0.03 -0.06
C 0.749 -1.191 -3.809 -0.02 0.04 -0.06 -0.11
C 0.015 -2.327 -3.495 0.04 0.00 0.10 -0.13
C 0.681 -3.455 -3.028 -0.09 0.01 0.05 -0.11
C 2.064 -3.452 -2.920 0.01 0.01 0.07 -0.05
H 4.722 -1.358 -3.002 0.01 0.00 0.00 0.08
H 4.736 -2.703 -4.139 0.00 0.00 0.00 0.09
H 4.665 -3.026 -2.411 0.01 0.00 0.00 0.08
H 2.693 -0.293 -3.934 0.01 0.00 -0.01 0.11
H 0.238 -0.298 -4.148 0.01 -0.01 -0.04 0.09
H -1.065 -2.325 -3.558 0.00 0.01 0.01 0.10
H 0.111 -4.315 -2.702 0.01 -0.02 -0.05 0.11
H 2.570 -4.336 -2.549 0.01 0.00 -0.03 0.12
O -5.088 -3.736 1.765 0.02 -0.03 0.00 0.11
C -5.442 -2.624 1.173 -0.03 0.03 0.04 -0.54
O -6.414 -1.982 1.509 0.01 -0.02 -0.02 0.05
C -4.567 -2.139 0.059 0.06 0.04 -0.01 -0.07
C -4.825 -1.018 -0.703 -0.05 -0.05 0.01 -0.58
Cl -6.125 0.074 -0.606 0.02 0.02 -0.04 0.82
N -3.785 -0.838 -1.555 -0.04 0.04 0.03 -0.07
N -2.829 -1.771 -1.351 -0.09 0.00 -0.01 0.14
C -3.290 -2.565 -0.400 0.22 -0.05 -0.06 -0.15
C -2.398 -3.717 0.062 -0.13 -0.13 0.12 -0.62
O -2.921 -4.532 0.863 0.03 0.04 -0.03 0.02
O -1.236 -3.740 -0.370 0.07 0.13 -0.03 -0.17
C -3.573 0.153 -2.556 0.05 0.01 -0.01 -0.18
C -4.609 0.626 -3.347 0.03 0.02 0.00 -0.04
C -4.343 1.596 -4.303 -0.04 -0.01 0.00 -0.07
C -3.057 2.077 -4.486 0.04 0.01 0.00 -0.08
C -2.018 1.566 -3.719 0.00 -0.01 0.00 -0.08
C -2.274 0.605 -2.758 -0.08 -0.12 -0.01 -0.03
H -4.202 -4.123 1.377 -0.04 0.02 0.00 0.04
H -5.609 0.237 -3.231 -0.01 0.00 0.01 0.09
H -5.153 1.968 -4.917 0.00 0.00 0.00 0.11
H -2.859 2.832 -5.235 -0.01 0.00 0.00 0.10
H -1.005 1.917 -3.869 0.00 0.00 0.00 0.10
H -1.481 0.142 -2.190 0.05 0.17 0.06 0.06
C -0.129 2.923 4.406 0.02 -0.01 0.01 -0.06
N -0.521 1.535 4.213 -0.08 0.00 -0.01 -0.09
C -1.483 1.077 5.220 -0.01 0.00 -0.01 -0.14
C -2.093 -0.150 4.571 0.03 0.01 -0.02 -0.13
N -2.021 0.227 3.175 -0.03 -0.07 0.02 -0.11
C -2.498 -0.684 2.166 -0.02 0.07 0.00 -0.05
C -0.944 1.056 2.962 0.07 0.04 0.02 -0.37
N -0.466 1.250 1.789 0.06 0.04 0.01 0.06
C 0.633 2.181 1.582 0.03 -0.11 -0.01 -0.25
C 1.151 2.081 0.139 0.11 -0.05 0.00 -0.26
N 2.250 1.141 -0.022 -0.05 -0.03 0.06 0.02
C 3.410 1.355 0.464 0.04 0.00 -0.02 -0.37
N 4.419 0.404 0.335 -0.01 0.01 0.00 -0.11
C 4.055 -0.972 0.101 0.00 0.00 -0.01 -0.07
C 5.465 0.687 1.299 -0.01 -0.02 0.02 -0.14
C 5.366 2.196 1.389 0.03 0.01 -0.02 -0.14
N 3.936 2.418 1.201 -0.03 -0.02 -0.01 -0.09
C 3.546 3.800 0.999 0.00 0.00 -0.01 -0.04
H 0.037 3.072 5.473 0.00 0.00 0.00 0.09
H -0.910 3.621 4.083 0.00 0.00 0.00 0.10
H 0.798 3.162 3.897 -0.01 0.00 0.00 0.06
H -2.254 1.841 5.384 0.01 0.00 0.00 0.13
H -0.984 0.869 6.165 0.00 0.00 0.00 0.12
H -3.122 -0.333 4.877 0.00 0.00 0.01 0.13
H -1.500 -1.052 4.775 0.00 0.00 0.00 0.13
H -3.505 -1.004 2.433 0.00 0.00 -0.02 0.10
H -1.874 -1.584 2.077 0.01 -0.01 0.02 0.08
H -2.536 -0.169 1.208 0.00 -0.02 0.00 0.08
H 1.472 1.965 2.256 -0.01 0.05 0.02 0.11
H 0.320 3.214 1.771 -0.05 0.00 -0.06 0.11
H 1.402 3.067 -0.258 -0.04 0.03 0.02 0.10
H 0.317 1.714 -0.465 -0.02 0.10 -0.05 0.07
H 3.425 -1.037 -0.783 0.00 0.00 0.01 0.04
H 3.523 -1.408 0.959 0.00 0.00 0.00 0.09
H 4.960 -1.552 -0.075 0.00 0.00 0.00 0.09
H 6.435 0.339 0.946 0.01 0.01 0.00 0.12
H 5.252 0.222 2.271 0.00 -0.01 0.00 0.13
H 5.944 2.670 0.584 0.00 0.01 0.00 0.13
H 5.699 2.598 2.345 0.00 -0.01 0.00 0.12
H 4.173 4.418 1.640 0.00 0.00 0.00 0.09
H 2.513 3.973 1.287 -0.02 0.00 0.00 0.07
H 3.688 4.127 -0.037 0.00 0.00 0.00 0.10
```
Positions in Å, forces in eV/Å.

---

No. 4
The following is a DFT calculation (ωB97M-V/def2-TZVPD) of 3 unconnected molecules or ions with the total composition C7H12FNO2S at a distorted geometry.

Properties
E_HOMO (eV): -8.7
Energy relative to the best compared isomer or geometry (same formula, charge and spin) (kcal/mol): 0.0
Calculated total energy (Eh): -977.15484
Max |F| (eV Å⁻¹): 1.761

```
24
Properties=species:S:1:pos:R:3:forces:R:3:lowdin_charge:R:1
C -1.741 2.626 0.575 -0.08 0.09 0.04 0.02
C -1.192 1.443 0.778 0.23 -0.12 -0.05 -0.16
C 3.950 0.294 0.243 0.02 -0.07 0.05 -0.45
C 0.459 0.826 -1.710 0.09 -0.17 -0.57 -0.02
C 0.285 1.181 0.723 -0.16 0.24 0.50 -0.20
C -2.032 -2.622 0.541 0.36 -0.32 -0.14 -0.49
C 1.076 -0.896 -0.070 0.23 -0.61 0.24 -0.08
N 0.618 0.284 -0.370 -0.05 -0.03 -0.30 -0.19
O 3.390 1.279 0.069 -0.79 1.55 -0.28 0.20
O 4.522 -0.679 0.415 0.88 -1.46 0.25 0.23
F 1.376 -1.579 -1.221 -0.23 0.50 0.12 -0.04
S -1.001 -4.122 0.426 -0.30 -0.05 0.14 0.63
H -2.806 2.773 0.621 -0.22 -0.02 0.03 0.06
H -1.147 3.502 0.369 0.18 0.14 -0.05 0.06
H -1.805 0.576 0.982 -0.15 -0.09 0.02 0.09
H 1.433 1.108 -2.114 -0.07 0.03 0.02 0.10
H 0.018 0.072 -2.362 0.03 0.12 0.03 0.10
H -0.189 1.699 -1.674 0.01 -0.05 0.04 0.08
H 0.613 0.696 1.647 0.05 0.07 -0.16 0.12
H 0.837 2.116 0.591 0.00 -0.09 0.04 0.12
H -1.435 -1.825 0.973 -0.09 0.08 0.05 -0.01
H -2.867 -2.864 1.190 -0.08 0.04 0.04 0.02
H -2.393 -2.348 -0.447 -0.09 0.12 0.03 0.02
H 0.031 -3.538 -0.176 0.22 0.09 -0.09 -0.20
```
Positions in Å, forces in eV/Å.

---

No. 5
The following is a DFT calculation (ωB97M-V/def2-TZVPD) of a molecular structure, C26H39O6SiYb at a distorted geometry.

Properties
E_HOMO (alpha / beta) (eV): 1.9 / -1.2
Net charge: -2
2S+1: 2
Energy relative to the best compared isomer or geometry (same formula, charge and spin) (kcal/mol): 0.0
Calculated total energy (Eh): -2913.79242
Max |F| (eV Å⁻¹): 2.907

```
73
Properties=species:S:1:pos:R:3:forces:R:3:mulliken_spin:R:1
C 0.195 -0.886 -4.504 0.16 -0.70 -1.02 -0.24
C -0.169 -1.468 -3.124 0.66 0.34 -0.50 0.04
C 0.028 0.647 -4.380 0.06 -0.30 0.36 0.19
C -1.053 0.806 -3.270 -0.19 0.27 0.22 -0.02
H -0.273 1.042 -5.366 0.08 -0.04 0.53 0.02
H 0.997 1.087 -4.080 -0.48 -0.17 -0.20 0.03
C -1.328 -0.590 -2.673 -0.04 -0.54 0.03 -0.02
H 0.709 -1.321 -2.474 -0.25 -0.18 -0.03 0.00
H -0.417 -2.535 -3.193 0.20 0.41 0.17 0.00
C -1.448 -0.433 -1.157 -0.31 0.47 0.45 -0.01
H -2.262 -1.011 -3.077 0.24 0.20 0.07 0.01
H -1.973 1.173 -3.757 0.25 0.04 0.41 -0.02
C -0.727 1.703 -2.021 -0.41 -0.58 0.08 -0.01
C 1.555 -1.339 -4.992 -1.13 1.05 1.65 0.24
C -0.664 -1.473 -5.633 0.44 0.50 2.83 0.36
O -0.961 -0.880 -6.645 -0.76 0.74 -2.30 0.17
O 2.386 -1.888 -4.285 1.05 -1.04 0.24 0.06
O 1.709 -1.141 -6.308 1.21 0.30 -1.70 0.00
O -0.936 -2.774 -5.378 -0.64 -1.89 -0.16 -0.18
C -0.711 -3.800 -6.368 -0.02 0.87 0.19 0.42
H -0.334 -4.649 -5.803 -0.02 -0.24 -0.09 -0.09
H 0.046 -3.479 -7.097 -0.21 -0.03 0.06 -0.01
H -1.653 -4.054 -6.873 0.29 0.05 0.03 -0.01
C 2.956 -1.547 -6.861 -0.81 -0.04 0.23 0.06
H 3.798 -1.024 -6.403 0.04 -0.05 0.07 -0.03
H 2.869 -1.302 -7.915 0.15 0.05 -0.15 -0.01
H 3.070 -2.627 -6.743 0.24 0.00 0.03 0.01
O -1.206 0.953 -0.808 0.19 0.41 -1.61 -0.01
H -0.740 -1.065 -0.580 -0.23 0.16 -0.43 0.00
H -2.466 -0.670 -0.810 0.30 0.02 -0.01 0.00
C -1.501 3.012 -2.178 0.02 -0.07 0.43 0.01
C 0.753 1.969 -1.774 -0.10 0.05 0.21 0.01
H 1.188 2.601 -2.550 0.01 -0.12 -0.02 -0.01
H 1.315 1.033 -1.695 -0.03 0.11 -0.13 0.00
H 0.853 2.498 -0.821 -0.03 -0.05 -0.04 0.01
H -1.406 3.639 -1.292 0.04 0.05 0.08 0.00
H -2.566 2.822 -2.353 0.21 -0.02 0.03 0.00
H -1.093 3.565 -3.034 -0.09 -0.12 0.08 0.00
Yb -0.188 -0.136 2.544 0.62 -1.45 0.41 0.00
C -2.203 -0.801 4.424 -0.16 -0.46 -0.29 0.00
C -2.751 -0.616 3.126 -0.18 -0.02 0.18 0.00
C -2.315 -1.697 2.309 -0.05 -0.31 0.19 0.00
H -3.400 0.210 2.820 0.25 -0.33 0.09 0.00
C -1.493 -2.543 3.110 -0.48 0.18 0.01 0.00
C -1.422 -1.983 4.412 -0.60 0.10 -0.20 0.00
H -0.931 -2.430 5.279 -0.01 0.27 -0.39 0.00
H -2.395 -0.183 5.299 0.21 0.01 -0.34 0.00
H -2.603 -1.884 1.274 0.09 0.07 0.30 0.00
H -1.085 -3.508 2.816 0.09 0.35 -0.05 0.00
C 2.491 0.016 3.455 0.29 -0.58 -0.04 0.00
C 2.031 -0.930 4.411 0.17 0.06 -0.56 0.00
C 1.704 -2.123 3.719 0.59 0.21 -0.09 0.00
H 2.008 -0.783 5.493 -0.24 0.01 -0.42 0.00
C 2.004 -1.936 2.345 -0.15 -0.12 -0.03 0.00
C 2.481 -0.605 2.173 0.10 0.17 0.30 0.00
H 2.846 -0.158 1.245 -0.11 -0.19 0.26 0.00
H 2.872 1.007 3.686 -0.23 -0.12 -0.13 0.00
H 1.360 -3.046 4.185 -0.01 0.30 -0.23 0.00
H 1.955 -2.707 1.570 -0.12 0.36 0.26 0.00
C 1.553 2.258 6.215 0.12 0.09 0.09 0.00
Si -0.014 2.447 5.151 -0.02 -0.75 -0.55 0.00
C -1.433 2.382 6.412 -0.16 0.17 0.11 0.00
C 0.019 4.208 4.457 -0.01 0.30 0.08 0.00
O -0.165 1.364 3.977 -0.03 2.02 1.23 0.00
H 1.581 3.050 6.978 -0.01 -0.09 -0.08 0.00
H 2.482 2.332 5.635 -0.19 0.01 -0.01 0.00
H 1.590 1.296 6.743 -0.13 0.12 -0.14 0.00
H -1.328 3.207 7.132 0.00 -0.11 -0.02 0.00
H -2.416 2.496 5.938 0.17 -0.05 -0.02 0.00
H -1.450 1.442 6.981 0.09 0.15 -0.16 0.00
H 0.858 4.372 3.767 -0.11 -0.14 0.14 0.00
H -0.902 4.456 3.912 0.12 -0.14 0.11 0.00
H 0.119 4.930 5.279 0.00 0.01 -0.10 0.00
```
Positions in Å, forces in eV/Å.

---

No. 6
The following is a DFT calculation (ωB97M-V/def2-TZVPD) of 2 unconnected molecules or ions with the total composition ClF2HSi at a distorted geometry.

Properties
E_HOMO (alpha / beta) (eV): -9.6 / -12.5
2S+1: 3
Energy relative to the best compared isomer or geometry (same formula, charge and spin) (kcal/mol): 0.0
Calculated total energy (Eh): -950.03552
Max |F| (eV Å⁻¹): 1.250

```
5
Properties=species:S:1:pos:R:3:forces:R:3:mulliken_spin:R:1
F 3.041 2.621 1.060 -0.29 -0.42 -0.17 0.03
F 3.599 0.160 1.291 -0.57 0.23 0.24 0.03
Si 2.396 1.211 1.490 1.06 0.50 -0.45 0.85
Cl 1.910 1.523 3.428 -0.14 -0.27 0.39 0.10
H -0.576 -0.869 0.426 -0.05 -0.04 -0.01 0.99
```
Positions in Å, forces in eV/Å.

---

> calculated total energy of number 4 (C7H12FNO2S)?

-977.15484 Eh